{"formula": "C2H7NO4", "method": "ωB97M-V/def2-TZVPD", "max_force_ev_per_a": 2.0, "lumo_ev": 0.519, "smiles": "O=CNC=O.O.O", "e_tot_ha": -436.12302, "relative_energy_kj_mol": 79.9, "elements": ["O", "C", "N", "C", "O", "H", "H", "H", "O", "H", "H", "O", "H", "H"], "positions_angstrom": [[-0.47578, -1.94227, 0.93179], [-0.63675, -0.77339, 1.12385], [-1.03316, 0.22353, 0.23404], [-1.89837, 0.02225, -0.84640], [-2.30548, -1.07103, -1.13150], [-0.46647, -0.31681, 2.10124], [-1.02805, 1.13060, 0.67856], [-2.37064, 0.95028, -1.17859], [1.92061, -0.91288, -0.69721], [1.00751, -1.10869, -0.45171], [2.00700, -1.33702, -1.55437], [1.39917, 1.83474, 0.32879], [2.18932, 2.37558, 0.25438], [1.69109, 0.92512, 0.20711]], "forces_ev_per_angstrom": [[-0.0279, -0.1300, -0.5587], [-0.1715, 0.4704, 0.4875], [-0.0623, -0.2813, 0.0547], [-1.0047, -0.7931, 1.5422], [0.3955, 0.2810, -0.8188], [0.1954, 0.0600, 0.3881], [0.1888, 0.2282, -0.4532], [0.3510, 0.2739, -0.5248], [-0.2135, 0.0753, 0.0629], [0.0987, -0.2968, 0.0290], [0.1913, 0.0402, -0.1180], [-0.2343, 0.2503, 0.2331], [0.0456, -0.0471, 0.0153], [0.2478, -0.1311, -0.3392]], "nbo_charge": [-0.528, 0.531, -0.674, 0.530, -0.520, 0.117, 0.420, 0.129, -0.960, 0.479, 0.482, -0.974, 0.475, 0.494]}